(1)
Density functional theory data (ωB97M-V/def2-TZVPD) for one molecule with the formula C19H18N2O3S in a non-equilibrium geometry.

Last column: Löwdin charge in e.
Atoms and positions in Å:
C  -0.5179  -0.8120  3.1215  -0.04
C  0.1943  -1.2542  1.8816  -0.26
C  -0.5078  -1.7549  0.7930  -0.01
C  0.1419  -2.1274  -0.3734  -0.26
C  -0.6128  -2.6849  -1.5416  -0.05
C  1.5203  -1.9839  -0.4583  0.01
C  2.2321  -1.4762  0.6180  -0.26
O  3.6076  -1.2820  0.5806  -0.04
C  4.0967  -0.6333  -0.5765  -0.10
C  3.2185  0.5325  -0.8647  -0.32
N  2.2895  0.6078  -1.7577  0.12
N  1.5793  1.7232  -1.5085  0.05
C  2.1094  2.2689  -0.4542  -0.66
S  1.5785  3.6904  0.3630  1.03
C  -0.1852  3.5530  -0.0927  -0.35
C  -0.8348  2.4276  0.7028  -0.42
O  -0.6440  2.3229  1.8915  0.08
C  -1.7411  1.5202  -0.0316  -0.15
C  -1.5311  1.1328  -1.3536  -0.02
C  -2.4199  0.2659  -1.9628  -0.08
C  -3.5216  -0.2129  -1.2727  -0.08
C  -3.7257  0.1556  0.0479  -0.08
C  -2.8355  1.0089  0.6685  -0.02
O  3.1666  1.5737  0.0006  0.11
C  1.5717  -1.1186  1.7852  0.04
H  -1.5084  -1.2561  3.1807  0.08
H  0.0484  -1.0807  4.0103  0.08
H  -0.6262  0.2728  3.1063  0.06
H  -1.5826  -1.8498  0.8546  0.11
H  -0.3552  -2.1420  -2.4488  0.08
H  -0.3510  -3.7321  -1.6917  0.08
H  -1.6851  -2.6149  -1.3801  0.07
H  2.0266  -2.2591  -1.3703  0.12
H  5.1119  -0.3137  -0.3300  0.14
H  4.1116  -1.2918  -1.4525  0.13
H  -0.2621  3.4352  -1.1692  0.07
H  -0.6332  4.4984  0.2171  0.10
H  -0.6503  1.4554  -1.8869  0.09
H  -2.2504  -0.0382  -2.9845  0.11
H  -4.2162  -0.8815  -1.7602  0.11
H  -4.5760  -0.2268  0.5932  0.11
H  -2.9764  1.3026  1.6980  0.12
H  2.1455  -0.7206  2.6080  0.13

Summary:
Charge: 0
LUMO energy, eV: 0.06
E_tot, hartree: -1468.21742
SMILES: Cc1cc(C)cc(OCc2nnc(SCC(=O)c3ccccc3)o2)c1
Maximum force, eV/Å: 1.52


(2)
Density functional theory data (ωB97M-V/def2-TZVPD) for a 9-piece molecular cluster, C9H36N2O9 overall in a non-equilibrium geometry.

Last column: Löwdin charge in e.
Atoms and positions in Å:
N  -21.4487  -4.9653  18.9353  0.18
C  -22.3206  -4.0290  18.5596  -0.63
N  -23.2399  -4.3856  17.7290  0.13
O  -22.1748  -2.6551  18.7546  -0.14
H  -20.7654  -4.6755  19.6178  0.08
H  -21.7100  -5.9577  18.9026  0.13
H  -23.8337  -3.5794  17.3446  0.16
H  -23.6889  -5.3226  17.9440  0.15
C  -18.9562  -2.4541  21.3162  -0.11
O  -20.0659  -2.9790  20.6134  -0.18
H  -18.9983  -2.9287  22.2893  0.08
H  -18.8307  -1.3496  21.3958  0.08
H  -18.1110  -2.8868  20.7662  0.09
H  -20.0778  -2.6860  19.6782  0.10
C  -22.6435  -3.1484  22.9569  -0.10
O  -21.7368  -4.1274  22.4334  -0.17
H  -23.5380  -3.0192  22.2410  0.09
H  -22.1334  -2.2427  23.1332  0.04
H  -23.0699  -3.4916  23.8552  0.08
H  -21.1219  -3.6063  21.7914  0.08
C  -25.6773  -1.4161  20.7095  -0.14
O  -24.2911  -1.1264  20.6888  -0.15
H  -26.0763  -2.0613  21.4834  0.08
H  -25.9099  -1.8518  19.7872  0.06
H  -26.2264  -0.4666  20.7695  0.08
H  -24.0652  -0.8303  19.7848  0.10
C  -24.4351  0.9745  23.1708  -0.13
O  -23.4519  -0.0594  23.2067  -0.11
H  -24.2170  1.3924  24.1337  0.08
H  -25.4790  0.6691  23.2397  0.07
H  -24.4317  1.5654  22.3061  0.06
H  -23.5202  -0.5830  22.4644  -0.04
C  -20.0868  -1.7952  25.6432  -0.15
O  -19.0358  -2.6572  26.0438  -0.12
H  -20.0498  -1.5455  24.5687  0.07
H  -20.0997  -0.9431  26.3440  0.09
H  -21.0206  -2.3702  25.8229  0.08
H  -18.9391  -3.4440  25.5387  0.05
C  -21.1349  -7.0847  23.1214  -0.17
O  -20.1299  -6.3222  23.7129  -0.10
H  -20.9742  -8.1576  23.2346  0.09
H  -21.1781  -6.8265  22.0585  0.07
H  -22.1096  -6.8516  23.4608  0.06
H  -20.1435  -5.4192  23.4635  0.03
C  -24.6564  -4.9794  20.9467  -0.15
O  -23.5347  -5.8010  21.2933  -0.10
H  -25.1633  -4.5188  21.8380  0.09
H  -25.4054  -5.4738  20.4430  0.04
H  -24.3878  -4.0875  20.3074  0.07
H  -22.8539  -5.2959  21.6325  -0.04
C  -21.1231  0.2032  21.1842  -0.12
O  -21.4364  1.6070  21.4073  -0.11
H  -20.2067  0.0819  20.7119  0.04
H  -21.9388  -0.1556  20.4989  0.09
H  -21.2579  -0.4182  22.0437  0.05
H  -20.8735  1.9810  22.0730  0.06

Summary:
Charge: 0
LUMO energy, eV: 0.40
E_tot, hartree: -1150.98810
SMILES: NC(N)=O.CO.CO.CO.CO.CO.CO.CO.CO
Maximum force, eV/Å: 8.21


(3)
Density functional theory data (ωB97M-V/def2-TZVPD) for a 12-piece molecular cluster, C36H96O12 overall in a non-equilibrium geometry.

Last column: Löwdin charge in e.
Atoms and positions in Å:
C  -2.4894  4.7465  1.8510  -0.06
C  -3.4200  5.2392  0.7451  -0.45
C  -3.8973  4.1194  -0.2184  -0.03
O  -4.5957  5.8496  1.3582  -0.06
H  -2.8902  4.1254  2.6521  0.08
H  -1.9402  5.4745  2.4480  0.07
H  -1.7327  4.2173  1.2718  0.05
H  -2.8959  5.9909  0.1548  0.12
H  -3.0973  3.6835  -0.8168  0.05
H  -4.5536  4.5263  -0.9877  0.08
H  -4.4277  3.3752  0.3757  0.07
H  -4.3513  6.7715  1.4673  0.08
C  1.6670  -2.0371  -3.3638  -0.05
C  1.4658  -2.0522  -4.8266  -0.46
C  0.8099  -3.3227  -5.4021  -0.03
O  0.6233  -0.9383  -5.2143  -0.08
H  0.7729  -2.1589  -2.7524  0.09
H  2.0839  -1.0892  -3.0233  0.07
H  2.4332  -2.7881  -3.1714  0.08
H  2.4113  -1.8218  -5.3177  0.13
H  -0.2384  -3.3858  -5.1102  0.07
H  1.2454  -4.2755  -5.1010  0.08
H  0.8516  -3.1559  -6.4785  0.08
H  1.0278  -0.1762  -5.6352  0.06
C  3.3231  5.8529  0.8144  -0.04
C  3.0225  4.8308  1.9755  -0.52
C  1.8732  3.8253  1.8496  -0.04
O  4.1954  4.1593  2.1400  -0.04
H  3.6139  5.4186  -0.1422  0.07
H  4.2206  6.4171  1.0682  0.07
H  2.4487  6.4843  0.6569  0.07
H  2.7845  5.4039  2.8716  0.12
H  1.7442  3.3620  2.8278  0.09
H  2.1476  3.1679  1.0246  0.08
H  0.9021  4.2457  1.5885  0.06
H  4.9394  4.7660  2.1427  0.09
C  4.2220  -2.4281  3.9082  -0.03
C  4.0883  -2.5620  5.4361  -0.55
C  4.3251  -1.3768  6.3458  -0.04
O  3.0215  -3.2990  5.8352  -0.04
H  3.4846  -1.7203  3.5295  0.07
H  4.2173  -3.3872  3.3904  0.06
H  5.1894  -1.9270  3.8729  0.08
H  4.8975  -3.2313  5.7281  0.12
H  3.4229  -1.0818  6.8816  0.07
H  4.8485  -0.5866  5.8075  0.08
H  4.8794  -1.7665  7.1996  0.08
H  2.1323  -2.9633  5.7007  0.05
C  -2.5130  0.7699  -4.9860  -0.04
C  -2.1723  1.0577  -3.5642  -0.48
C  -2.7456  0.0260  -2.6557  -0.06
O  -0.7799  0.8908  -3.3439  -0.09
H  -3.4565  1.2936  -5.1396  0.09
H  -2.4956  -0.2566  -5.3524  0.09
H  -1.8143  1.2883  -5.6425  0.08
H  -2.4943  2.0225  -3.1722  0.13
H  -2.0515  -0.8144  -2.6514  0.07
H  -3.7671  -0.2596  -2.9068  0.09
H  -2.8739  0.3247  -1.6153  0.08
H  -0.3213  0.1525  -3.7516  0.06
C  -3.8726  0.2319  3.0943  -0.04
C  -5.0668  -0.2965  2.3158  -0.49
C  -6.3426  -0.7381  3.1031  -0.03
O  -5.4921  0.6979  1.4029  -0.07
H  -2.9924  0.4183  2.4790  0.06
H  -3.6765  -0.4687  3.9059  0.06
H  -4.1744  1.1333  3.6277  0.08
H  -4.6720  -1.1274  1.7311  0.11
H  -5.9222  -1.2652  3.9595  0.07
H  -6.8196  -1.4087  2.3885  0.08
H  -7.0451  0.0519  3.3686  0.08
H  -6.0211  1.3101  1.9196  0.08
C  2.7495  2.1588  -3.6643  -0.05
C  3.2091  1.9202  -5.0670  -0.47
C  4.2253  0.7487  -5.1589  -0.04
O  2.1993  1.4925  -5.9488  -0.06
H  2.2446  3.1243  -3.6973  0.07
H  3.5095  2.0717  -2.8879  0.09
H  2.0659  1.4163  -3.2526  0.06
H  3.6109  2.8317  -5.5095  0.14
H  3.7963  0.0574  -4.4336  0.06
H  5.2286  0.9220  -4.7696  0.08
H  4.2932  0.2297  -6.1150  0.08
H  1.7827  2.2748  -6.3177  0.10
C  3.3875  -4.2609  0.7613  -0.07
C  3.2060  -4.3821  -0.7459  -0.48
C  4.4834  -5.0407  -1.3756  -0.05
O  2.0342  -5.1229  -1.0548  -0.05
H  4.2221  -3.5975  0.9883  0.07
H  3.6451  -5.1769  1.2929  0.09
H  2.5691  -3.6437  1.1319  0.06
H  3.0971  -3.3580  -1.1031  0.12
H  4.5953  -6.1000  -1.1441  0.08
H  5.3941  -4.4452  -1.3123  0.07
H  4.5088  -5.0316  -2.4652  0.06
H  2.1204  -5.9430  -0.5634  0.08
C  -0.0131  4.1241  -1.4417  -0.03
C  -0.8798  4.4447  -2.6993  -0.44
C  -0.7854  5.9144  -3.0805  -0.06
O  -0.3575  3.6361  -3.7773  -0.07
H  -0.2358  4.8422  -0.6525  0.07
H  1.0532  3.9506  -1.5868  0.08
H  -0.2713  3.1264  -1.0866  0.05
H  -1.9472  4.2510  -2.5937  0.11
H  -1.2859  6.4184  -2.2537  0.06
H  -1.4109  6.3690  -3.8487  0.08
H  0.2363  6.2730  -3.2059  0.09
H  -0.6909  2.7602  -3.5692  0.02
C  -1.8571  -3.7776  -0.8074  -0.02
C  -3.2988  -4.4238  -0.8162  -0.53
C  -4.4355  -3.4619  -0.7237  -0.06
O  -3.3961  -5.1026  -1.9961  -0.03
H  -1.4643  -3.3376  0.1092  0.07
H  -1.7597  -3.1277  -1.6770  0.06
H  -1.2534  -4.6596  -1.0214  0.08
H  -3.4586  -4.9946  0.0985  0.14
H  -4.3993  -2.8334  -1.6135  0.07
H  -4.2247  -2.7561  0.0797  0.06
H  -5.4357  -3.8693  -0.5758  0.09
H  -3.0406  -4.5468  -2.6935  0.09
C  -1.2306  -2.6459  4.7086  -0.03
C  -0.8638  -2.9787  6.1821  -0.44
C  -0.9151  -4.5094  6.5871  -0.03
O  0.4145  -2.4463  6.4084  -0.08
H  -0.9584  -3.4946  4.0811  0.07
H  -0.7587  -1.8850  4.0869  0.06
H  -2.3081  -2.4818  4.7183  0.06
H  -1.4535  -2.4100  6.9010  0.13
H  -0.2513  -5.1801  6.0415  0.08
H  -1.9678  -4.7526  6.4430  0.07
H  -0.5791  -4.6908  7.6080  0.07
H  0.5390  -2.4420  7.3602  0.10
C  0.8063  -1.2122  1.0502  -0.04
C  0.1412  -0.2190  0.1266  -0.47
C  -0.3507  1.0588  0.9087  -0.03
O  1.1492  0.2360  -0.6863  -0.06
H  1.3029  -2.0546  0.5687  0.06
H  0.2441  -1.5796  1.9087  0.07
H  1.7173  -0.8350  1.5147  0.08
H  -0.6485  -0.5655  -0.5400  0.12
H  -0.6915  0.9375  1.9369  0.07
H  -1.2158  1.5475  0.4605  0.06
H  0.4251  1.8200  0.8257  0.04
H  0.6635  0.8629  -1.2274  0.06

Summary:
Charge: 0
LUMO energy, eV: 0.54
E_tot, hartree: -2331.88073
SMILES: CC(C)O.CC(C)O.CC(C)O.CC(C)O.CC(C)O.CC(C)O.CC(C)O.CC(C)O.CC(C)O.CC(C)O.CC(C)O.CC(C)O
Maximum force, eV/Å: 2.88


(4)
Density functional theory data (ωB97M-V/def2-TZVPD) for one molecule with the formula C6H9N3 in a non-equilibrium geometry.

Last column: Löwdin charge in e.
Atoms and positions in Å:
C  -1.5820  -3.5831  0.2195  0.01
C  -0.6462  -2.5960  0.3610  -0.12
C  -0.7588  -1.2337  -0.4465  -0.13
N  -0.0688  0.0100  -0.0219  -0.13
C  -0.0108  1.3312  -0.6628  0.06
C  1.0237  1.9380  0.0926  -0.36
C  1.4392  3.3440  0.0825  -0.06
N  1.4814  1.0779  1.0528  0.03
N  0.8349  -0.0136  0.9612  -0.01
H  -1.4102  -4.4221  0.8488  0.04
H  -2.4543  -3.3768  -0.2739  0.02
H  0.4121  -2.6113  0.8702  0.12
H  -0.1960  -1.4600  -1.3571  0.12
H  -1.7524  -1.0041  -0.5226  0.08
H  -0.6853  1.4464  -1.4451  0.09
H  1.4247  3.6764  1.1144  0.08
H  2.3298  3.7349  -0.3307  0.06
H  0.6190  3.7419  -0.5424  0.08

Summary:
Charge: 0
LUMO energy, eV: 0.88
E_tot, hartree: -398.17670
SMILES: C=CCn1cc(C)nn1
Maximum force, eV/Å: 5.73